{
  "formula": "C3H13NO2",
  "method": "ωB97M-V with the def2-TZVPD basis set",
  "energy_ev": -8904.939,
  "smiles": "CN(C)C.O.O",
  "e_above_lowest_kj_mol": 239.9,
  "fmax_ha_per_bohr": 0.114,
  "homo_lumo_gap_ha": 0.316,
  "elements": ["C", "N", "C", "C", "H", "H", "H", "H", "H", "H", "H", "H", "H", "O", "H", "H", "O", "H", "H"],
  "coordinates": [[0.58945, 0.10078, 0.91159], [-0.51146, 0.51076, 0.11663], [-0.43511, 1.91689, -0.26172], [-1.78103, -0.11667, 0.15844], [1.41846, 0.72529, 0.80968], [0.33984, -0.02319, 2.06102], [0.79506, -1.04104, 0.62242], [-1.32313, 2.21058, -0.75986], [0.37103, 2.17751, -0.87684], [-0.43552, 2.73590, 0.66529], [-1.96422, -0.45747, -0.88661], [-1.74940, -1.08542, 0.66982], [-2.57746, 0.42768, 0.68294], [2.78378, -2.34702, 1.14907], [3.71749, -2.52519, 0.81114], [2.69069, -2.90551, 1.89792], [-0.85337, -0.25835, -2.90233], [0.05186, -0.22594, -2.74144], [-1.12696, 0.18039, -2.12720]]
}